{"formula": "C78H69N15O24", "method": "ωB97M-V with the def2-TZVPD basis set", "elements": ["C", "C", "N", "H", "H", "H", "C", "C", "N", "H", "H", "H", "C", "C", "N", "H", "H", "H", "C", "C", "C", "C", "C", "C", "N", "O", "O", "H", "H", "H", "H", "H", "C", "C", "C", "C", "C", "C", "N", "O", "O", "H", "H", "H", "H", "H", "C", "C", "C", "C", "C", "C", "N", "O", "O", "H", "H", "H", "H", "H", "C", "C", "C", "C", "C", "C", "N", "O", "O", "H", "H", "H", "H", "H", "C", "C", "C", "C", "C", "C", "N", "O", "O", "H", "H", "H", "H", "H", "C", "C", "C", "C", "C", "C", "N", "O", "O", "H", "H", "H", "H", "H", "C", "C", "C", "C", "C", "C", "N", "O", "O", "H", "H", "H", "H", "H", "C", "C", "C", "C", "C", "C", "N", "O", "O", "H", "H", "H", "H", "H", "C", "C", "C", "C", "C", "C", "N", "O", "O", "H", "H", "H", "H", "H", "C", "C", "C", "C", "C", "C", "N", "O", "O", "H", "H", "H", "H", "H", "C", "C", "C", "C", "C", "C", "N", "O", "O", "H", "H", "H", "H", "H", "C", "C", "C", "C", "C", "C", "N", "O", "O", "H", "H", "H", "H", "H"], "positions_angstrom": [[1.127, -3.354, 2.149], [0.875, -4.489, 3.006], [0.675, -5.424, 3.692], [0.672, -3.629, 1.197], [2.176, -3.129, 1.953], [0.650, -2.452, 2.532], [-2.507, 2.822, -2.465], [-3.986, 2.759, -2.629], [-5.118, 2.679, -2.822], [-1.936, 2.877, -3.392], [-2.053, 1.960, -1.977], [-2.220, 3.731, -1.936], [-2.381, -0.812, 1.944], [-2.679, -1.029, 3.385], [-2.870, -1.276, 4.505], [-3.207, -1.215, 1.357], [-1.408, -1.216, 1.662], [-2.408, 0.271, 1.831], [-0.816, -1.322, -1.477], [-0.700, 0.060, -1.538], [-0.131, 0.745, -0.480], [0.246, 0.080, 0.661], [0.094, -1.245, 0.719], [-0.348, -2.054, -0.330], [0.666, 0.902, 1.805], [0.875, 0.404, 2.912], [0.715, 2.089, 1.668], [-1.369, -1.861, -2.233], [-1.132, 0.597, -2.369], [-0.094, 1.818, -0.598], [0.443, -1.765, 1.599], [-0.470, -3.120, -0.206], [-4.559, 4.696, 2.085], [-4.484, 4.395, 0.700], [-3.578, 3.498, 0.244], [-2.722, 2.934, 1.186], [-2.770, 3.271, 2.566], [-3.715, 4.164, 3.033], [-1.766, 1.883, 0.701], [-1.588, 1.673, -0.510], [-1.108, 1.279, 1.540], [-5.374, 5.273, 2.495], [-5.206, 4.851, 0.039], [-3.462, 3.336, -0.817], [-2.103, 2.808, 3.278], [-3.823, 4.514, 4.049], [-1.245, 5.548, 2.857], [-1.794, 6.059, 1.706], [-1.343, 5.531, 0.463], [-0.391, 4.533, 0.365], [0.193, 4.042, 1.569], [-0.236, 4.607, 2.779], [-0.051, 3.983, -1.008], [-0.602, 4.505, -1.932], [0.841, 3.152, -0.993], [-1.652, 5.826, 3.818], [-2.618, 6.757, 1.709], [-1.731, 5.970, -0.444], [0.931, 3.254, 1.543], [0.154, 4.236, 3.715], [-0.338, -6.144, 1.044], [0.647, -6.627, 0.199], [0.972, -5.853, -0.932], [0.153, -4.784, -1.303], [-0.907, -4.344, -0.495], [-1.141, -5.095, 0.687], [0.420, -3.928, -2.499], [-0.302, -2.982, -2.814], [1.383, -4.177, -3.313], [-0.560, -6.598, 1.999], [1.240, -7.523, 0.313], [1.733, -6.214, -1.608], [-1.524, -3.504, -0.781], [-1.981, -4.776, 1.285], [-2.116, -1.689, -6.969], [-2.296, -2.129, -5.668], [-2.214, -1.266, -4.602], [-1.905, 0.064, -4.833], [-1.739, 0.579, -6.098], [-1.855, -0.328, -7.172], [-1.715, 1.007, -3.660], [-1.307, 2.170, -3.862], [-2.108, 0.727, -2.532], [-2.452, -2.265, -7.819], [-2.450, -3.180, -5.473], [-2.249, -1.725, -3.625], [-1.381, 1.587, -6.243], [-1.839, 0.012, -8.197], [-4.399, -4.701, 0.495], [-4.583, -5.168, -0.808], [-4.197, -4.339, -1.824], [-3.539, -3.086, -1.591], [-3.317, -2.690, -0.309], [-3.747, -3.471, 0.748], [-3.005, -2.268, -2.754], [-2.461, -1.191, -2.618], [-3.216, -2.827, -3.850], [-4.905, -5.106, 1.359], [-5.135, -6.084, -0.956], [-4.441, -4.539, -2.857], [-2.854, -1.739, -0.092], [-3.499, -3.101, 1.732], [2.702, 0.565, -2.494], [2.229, 0.585, -1.166], [2.436, 1.789, -0.426], [3.040, 2.916, -1.028], [3.486, 2.784, -2.371], [3.373, 1.605, -3.115], [3.205, 4.213, -0.279], [2.630, 4.342, 0.823], [3.770, 5.134, -0.776], [2.574, -0.268, -3.169], [1.698, -0.255, -0.744], [1.978, 1.802, 0.552], [3.991, 3.608, -2.854], [3.647, 1.531, -4.157], [-1.787, 0.736, 5.177], [-1.113, 1.376, 6.184], [0.013, 2.135, 5.924], [0.412, 2.361, 4.606], [-0.384, 1.890, 3.547], [-1.451, 1.034, 3.829], [1.565, 3.205, 4.247], [2.177, 3.666, 5.191], [2.011, 3.267, 3.108], [-2.681, 0.199, 5.458], [-1.598, 1.457, 7.145], [0.540, 2.633, 6.725], [-0.178, 2.244, 2.548], [-2.054, 0.687, 3.003], [2.957, 2.552, 1.940], [4.219, 3.071, 1.708], [5.336, 2.393, 2.295], [5.167, 1.169, 3.004], [3.928, 0.654, 3.088], [2.812, 1.311, 2.566], [6.306, 0.492, 3.675], [7.398, 0.714, 3.203], [6.086, -0.157, 4.684], [2.126, 2.995, 1.411], [4.390, 3.999, 1.184], [6.318, 2.842, 2.265], [3.800, -0.285, 3.606], [1.797, 0.954, 2.659], [1.585, -1.763, -2.559], [1.803, -1.878, -1.191], [2.926, -2.638, -0.815], [3.807, -3.287, -1.700], [3.569, -3.080, -3.084], [2.442, -2.375, -3.505], [4.866, -4.176, -1.212], [5.219, -4.139, -0.018], [5.323, -4.964, -2.038], [0.809, -1.094, -2.900], [1.184, -1.296, -0.523], [3.116, -2.652, 0.248], [4.289, -3.526, -3.755], [2.337, -2.151, -4.556], [1.985, -0.795, 4.459], [2.346, -2.106, 4.862], [1.332, -2.935, 5.447], [0.010, -2.392, 5.566], [-0.304, -1.038, 5.077], [0.718, -0.278, 4.532], [-1.097, -3.258, 6.158], [-2.252, -2.803, 6.088], [-0.792, -4.342, 6.628], [2.702, -0.138, 3.991], [3.391, -2.376, 4.839], [1.619, -3.854, 5.938], [-1.323, -0.681, 5.076], [0.490, 0.721, 4.190], [1.459, 2.273, -7.123], [1.464, 2.601, -5.768], [1.148, 1.669, -4.750], [0.763, 0.372, -5.137], [0.732, 0.096, -6.555], [1.062, 0.995, -7.495], [0.559, -0.644, -4.050], [0.350, -0.209, -2.863], [0.521, -1.812, -4.463], [1.833, 3.038, -7.788], [1.996, 3.494, -5.475], [1.346, 1.922, -3.719], [0.414, -0.889, -6.861], [0.936, 0.757, -8.541]], "forces_ev_per_a": [[0.115, -0.992, 0.114], [0.104, -2.763, 2.574], [0.507, 2.633, -1.918], [0.193, 0.235, 0.077], [0.017, -0.257, 0.402], [0.410, -1.394, 1.449], [-6.974, 5.783, 4.845], [2.200, -0.171, 0.009], [-0.549, -0.062, -0.022], [-3.081, 3.889, 0.452], [-2.172, 4.283, -0.177], [-0.764, -0.046, -0.652], [-2.462, -0.406, 1.435], [-1.007, -2.259, 0.017], [-2.263, -0.475, -3.984], [0.281, 0.111, 0.514], [-0.698, 0.039, 0.237], [-0.791, -1.742, -0.839], [0.473, -0.878, 5.868], [5.062, -7.000, 7.666], [2.948, -1.217, -1.609], [1.500, 0.714, -0.292], [-0.347, -2.734, 1.580], [-1.942, 5.143, 1.219], [0.415, -7.006, -6.298], [-5.977, -3.916, -8.588], [2.124, -7.733, -3.193], [4.479, 0.714, 2.522], [5.994, -0.506, 3.139], [3.610, -1.305, -0.041], [-0.569, 1.673, -1.321], [2.115, 3.481, 1.073], [-0.984, -0.259, -0.400], [-1.192, 0.817, 1.657], [0.763, -0.176, 0.107], [-0.087, -0.509, 0.579], [0.196, -0.954, -0.645], [-0.468, -0.072, -1.385], [-1.315, 1.752, 1.702], [-7.370, 3.334, 5.203], [-9.695, 3.396, -3.251], [-0.114, 0.496, -0.454], [0.059, 0.001, -0.161], [-0.224, -0.275, 0.789], [-0.387, 0.376, -0.456], [0.290, -0.444, 0.179], [0.124, 0.198, -0.152], [0.702, -0.808, -1.782], [-0.483, 1.147, 0.229], [-0.119, 0.024, 1.541], [-1.096, 5.160, -1.490], [0.078, 0.160, -0.601], [0.140, 2.681, 3.620], [0.979, 0.115, -1.213], [-2.221, 1.271, -1.876], [0.212, 0.217, 0.155], [0.147, 0.154, 0.001], [-0.203, -0.108, -0.109], [-0.689, 6.100, -0.463], [-0.583, 0.958, -0.694], [-0.406, -1.207, 0.360], [0.742, 1.336, -1.224], [-0.917, -0.583, -0.399], [0.209, 0.967, -0.029], [-1.039, -5.516, -0.730], [-0.359, 1.527, -1.439], [1.854, -2.291, -3.591], [-0.671, -4.522, 1.173], [-3.268, -2.054, 2.634], [0.105, -0.373, -0.146], [-0.143, 0.000, 0.628], [0.192, 0.271, -0.064], [-0.861, -2.275, -0.671], [0.380, -0.245, 0.332], [-1.036, 1.313, 0.204], [0.932, 0.278, -2.807], [3.576, 1.289, -6.074], [-1.124, 0.853, 0.850], [-0.377, -0.538, -1.020], [-1.062, 0.145, 0.391], [-2.480, -1.121, -7.562], [8.357, -5.059, -6.114], [-8.587, 0.073, -5.248], [0.633, -0.407, -0.132], [0.101, 0.191, -0.613], [5.780, 3.026, -10.233], [-0.442, 0.170, -0.089], [0.269, 0.351, -0.006], [0.061, 1.687, 0.742], [-0.250, 0.667, 1.223], [0.887, 1.728, -1.670], [-0.584, -0.896, -0.758], [-0.324, 1.068, 0.369], [-0.464, -0.907, -0.784], [-8.415, -6.283, 3.954], [-8.939, -0.030, 8.685], [-3.368, -3.790, 4.337], [0.280, -0.800, -0.048], [0.067, 0.019, -0.310], [0.153, -0.354, -0.030], [0.062, -0.315, -0.629], [-0.507, -0.353, 0.295], [1.180, 0.226, -0.020], [2.778, 3.602, -1.004], [0.762, -1.875, -1.445], [1.666, -1.702, -0.919], [0.785, 0.916, 0.670], [-0.461, 0.785, 2.238], [-3.254, -0.368, 0.121], [-0.562, 3.930, -4.723], [1.517, 0.622, -1.147], [0.373, 0.298, 0.720], [1.775, 2.314, -0.567], [1.130, -0.121, -2.115], [-0.047, 0.380, 0.208], [0.292, 0.149, 0.124], [-0.649, 4.078, -0.551], [0.234, 1.701, 0.572], [0.355, 0.921, 0.101], [-0.979, 0.932, -0.581], [-3.168, 2.210, 5.241], [-0.102, 1.684, 2.384], [1.138, -1.229, 2.880], [0.243, 0.487, 0.667], [-3.165, 4.089, 4.783], [0.118, 0.548, -0.020], [0.431, -0.504, 0.358], [0.083, 0.006, 0.030], [-1.825, 1.398, 3.271], [0.651, 1.151, 2.219], [3.841, -3.082, -0.774], [3.777, -1.543, 2.063], [-0.807, -0.323, 0.212], [1.607, 2.105, -1.001], [-0.971, -0.083, -0.644], [5.827, 0.040, -0.704], [-0.653, 1.104, -0.243], [0.452, -0.237, 0.057], [-0.085, -0.157, -0.406], [2.606, -1.546, 0.126], [1.148, -0.670, 1.219], [0.102, -0.049, -0.211], [1.783, 0.175, -0.776], [8.593, 2.297, 1.817], [6.289, -5.965, 2.349], [3.582, -2.243, -2.527], [-0.219, 0.212, 1.273], [-1.682, 1.359, -0.716], [1.181, -0.567, 1.368], [2.279, 0.473, 2.159], [0.505, -0.483, 0.626], [-0.807, 0.194, -1.873], [-0.176, 0.662, 0.701], [5.190, -9.179, 6.836], [2.110, -2.208, -0.881], [0.479, -0.381, 0.103], [-0.160, -0.060, -0.305], [0.432, -0.388, 0.089], [0.812, -2.043, 1.041], [-2.086, 1.401, 0.674], [-0.606, 1.938, 0.398], [0.977, 0.732, -0.805], [2.032, -4.253, 1.020], [-1.973, -3.941, 6.290], [-0.289, 0.609, -0.345], [2.252, -1.383, 1.055], [-0.151, 0.814, -0.363], [-1.753, -1.003, 1.549], [0.012, -0.348, -0.073], [-0.354, -0.244, -0.302], [1.539, -2.107, 0.576], [0.302, -2.008, 4.226], [0.062, 0.570, 1.577], [0.815, -0.753, 0.081], [-0.470, -0.569, -1.131], [1.308, 1.325, 0.074], [0.204, -2.364, 2.711], [0.135, 1.147, -1.030], [-1.741, 3.558, -13.201], [-3.766, 11.647, -6.216], [-2.292, 3.519, -1.413], [-0.179, -0.197, -0.411], [-0.446, 0.385, 0.145], [-0.708, 0.106, -0.283], [0.205, -0.039, 0.135], [0.206, -0.223, -0.059]], "gap_ev": 4.75, "multiplicity": 1, "e_homo_ev": -7.51}